Density functional theory data (ωB97M-V/def2-TZVPD) for 8 unconnected molecules or ions with the total composition C56H94N4O24S at a distorted geometry.

Last column: Mulliken charge in e.
Atoms and positions in Å:
C1 6.60261 -5.01756 2.82144  -0.916
C2 6.65781 -4.42476 1.34000  -0.353
O1 6.32296 -3.03055 1.29234  -0.066
C3 6.88624 -2.38700 0.14298  -0.637
C4 6.64754 -0.80830 0.29925  -1.135
C5 7.58186 -0.36724 1.49963  -0.185
C6 7.00669 -0.41662 2.91656  0.200
C7 5.52464 -0.83781 3.23884  -1.031
C8 4.64947 0.39792 3.74340  -0.511
C9 3.40362 0.72402 2.77107  -0.449
C10 2.17627 1.09115 3.70180  -0.681
C11 1.11775 2.07818 3.04994  -0.839
C12 -0.32599 1.39913 3.22713  -0.939
C13 -0.44495 0.10765 2.30491  0.154
C14 -1.12710 -1.04615 3.18280  -0.535
C15 -1.49969 -2.20998 2.15030  -0.264
C16 -1.87500 -3.54183 2.92160  -0.646
C17 -0.64346 -4.07890 3.76877  -0.638
O2 0.56842 -3.71997 3.08827  -0.206
C18 1.62443 -4.62188 3.48834  -0.618
C19 7.92666 -0.03952 4.01264  0.599
C20 7.35738 -0.12465 5.48768  -0.486
C21 7.61518 -1.37630 6.18220  -0.333
C22 7.10739 -1.56684 7.55917  -0.543
C23 6.35872 -0.38189 8.03242  -0.356
C24 6.22177 0.77687 7.16159  -0.345
N1 6.69787 1.01389 5.88981  -0.391
C25 9.34296 0.40952 3.78947  1.539
N2 10.29690 0.76647 4.71579  -0.697
S1 11.69434 1.18148 3.87320  0.134
N3 11.16015 0.88636 2.30824  -0.371
C26 9.86050 0.46472 2.35260  0.609
C27 8.93393 0.06322 1.21857  0.301
O3 9.50785 0.11231 -0.10272  -0.497
C28 10.49495 -0.85267 -0.08621  0.451
N4 11.34662 -1.61514 0.06045  -0.501
H1 6.17781 -4.28910 3.56622  0.162
H2 7.60617 -5.35019 3.20111  0.296
H3 5.93638 -5.93052 2.81132  0.302
H4 7.69262 -4.64098 0.94769  0.307
H5 5.84988 -4.97060 0.76158  0.274
H6 8.01478 -2.51483 0.23468  0.388
H7 6.52566 -2.78989 -0.84477  0.294
H8 5.56977 -0.56052 0.48753  0.227
H9 6.95778 -0.34765 -0.67774  0.471
H10 5.60338 -1.55044 4.11747  0.264
H11 4.99988 -1.31500 2.37396  0.420
H12 4.17678 0.09481 4.72851  0.342
H13 5.22689 1.35100 3.86872  0.333
H14 3.21549 -0.20804 2.15777  0.216
H15 3.69273 1.58972 2.09986  0.352
H16 1.70832 0.11965 4.03202  0.242
H17 2.54597 1.59552 4.64829  0.497
H18 1.30144 2.31702 1.96722  0.314
H19 1.05367 3.04130 3.64520  0.331
H20 -0.50200 1.15611 4.32095  0.346
H21 -1.13100 2.12740 2.90458  0.394
H22 -1.08390 0.34358 1.40836  0.160
H23 0.56922 -0.24360 1.96419  -0.068
H24 -0.41099 -1.39479 3.97508  0.274
H25 -2.03875 -0.61553 3.68834  0.298
H26 -0.69070 -2.32940 1.38005  0.287
H27 -2.43015 -1.84612 1.61702  0.110
H28 -2.74019 -3.33481 3.61482  0.211
H29 -2.23007 -4.28590 2.14090  0.326
H30 -0.66162 -3.54007 4.77081  0.333
H31 -0.77483 -5.18414 3.93585  0.418
H32 1.56722 -4.79176 4.60017  0.356
H33 1.64138 -5.56638 2.87733  0.263
H34 2.60430 -4.09076 3.29605  -0.004
H35 8.19661 -2.19144 5.68346  0.380
H36 7.24976 -2.51310 8.13062  0.393
H37 5.90000 -0.37791 9.05309  0.343
H38 5.62363 1.63685 7.58940  0.340
C29 12.89547 1.95462 -0.49120  -0.844
C30 13.11932 1.10470 -1.72757  -0.218
O4 14.37584 1.40839 -2.34877  -0.366
C31 15.45933 0.91111 -1.74137  0.741
O5 15.46868 0.24039 -0.74112  -0.556
O6 16.54046 1.31337 -2.42612  -0.350
C32 17.77761 0.93983 -1.82206  -0.629
H39 12.99481 3.01564 -0.73361  0.347
H40 11.90332 1.77552 -0.07588  0.161
H41 13.63309 1.73453 0.28157  0.260
H42 12.34545 1.32396 -2.46472  0.306
H43 13.05247 0.03830 -1.49862  0.334
H44 17.81771 -0.13333 -1.63282  0.291
H45 17.92300 1.49851 -0.89609  0.290
H46 18.57700 1.19982 -2.51470  0.223
C33 -8.35624 0.38588 0.06275  -1.056
C34 -7.01283 1.02593 0.35988  -0.192
O7 -5.99237 0.03215 0.52739  -0.260
C35 -5.54186 -0.53132 -0.59795  0.642
O8 -5.91190 -0.27663 -1.71632  -0.653
O9 -4.62487 -1.45390 -0.26597  -0.059
C36 -4.14045 -2.21106 -1.37594  -0.771
H47 -8.60930 -0.34687 0.83201  0.161
H48 -9.14111 1.14248 0.02004  0.417
H49 -8.34161 -0.14554 -0.89018  0.324
H50 -7.07378 1.57686 1.29901  0.240
H51 -6.72903 1.74238 -0.41494  0.324
H52 -3.76535 -1.55976 -2.16614  0.307
H53 -4.93049 -2.86077 -1.75596  0.327
H54 -3.31956 -2.83273 -1.02024  0.200
C37 -13.31583 2.10047 5.38778  -1.100
C38 -12.99633 1.25898 4.16625  -0.181
O10 -11.70489 1.58116 3.63632  -0.346
C39 -10.66060 1.09304 4.31710  0.767
O11 -10.71481 0.41764 5.31244  -0.553
O12 -9.53915 1.51208 3.71335  -0.323
C40 -8.34336 1.15032 4.40445  -0.638
H55 -13.21375 3.16310 5.15664  0.293
H56 -14.33304 1.90672 5.73201  0.356
H57 -12.63036 1.88542 6.20866  0.311
H58 -13.71947 1.47236 3.37831  0.293
H59 -13.06506 0.19060 4.38517  0.305
H60 -8.30281 0.07677 4.59242  0.296
H61 -8.27286 1.70703 5.34012  0.349
H62 -7.49703 1.42162 3.77443  0.181
C41 -6.96634 -3.21244 1.61316  -0.392
C42 -6.81247 -3.91370 2.94940  -0.360
O13 -8.08690 -4.18198 3.54625  -0.356
C43 -8.76847 -5.20774 3.02160  0.740
O14 -8.40528 -5.91129 2.11317  -0.555
O15 -9.94003 -5.30004 3.66497  -0.334
C44 -10.81593 -6.29194 3.13064  -0.647
H63 -7.57288 -2.31087 1.72255  0.081
H64 -5.99146 -2.93844 1.20758  -0.034
H65 -7.47239 -3.84942 0.88556  0.392
H66 -6.27358 -3.26439 3.64060  0.293
H67 -6.23180 -4.83475 2.85505  0.334
H68 -10.32694 -7.26514 3.07829  0.294
H69 -11.16720 -5.98529 2.14416  0.294
H70 -11.67392 -6.37048 3.79682  0.225
C45 4.31947 -0.29710 -3.39489  -1.202
C46 3.68642 -1.44270 -2.62702  0.140
O16 2.54624 -0.99855 -1.88251  -0.205
C47 1.43245 -0.78471 -2.59499  0.595
O17 1.31012 -0.93615 -3.78366  -0.581
O18 0.48303 -0.34588 -1.75751  -0.215
C48 -0.73357 0.02528 -2.40545  -0.665
H71 4.55589 0.52973 -2.72097  0.255
H72 5.23459 -0.62607 -3.89051  0.369
H73 3.64145 0.09472 -4.15416  0.413
H74 4.40263 -1.83306 -1.90216  -0.073
H75 3.41618 -2.26914 -3.28896  0.360
H76 -1.11365 -0.78527 -3.02836  0.325
H77 -0.57810 0.92618 -3.00079  0.354
H78 -1.46896 0.24209 -1.63136  0.126
C49 -7.88714 -0.14220 -5.17215  -1.241
C50 -7.05823 0.94280 -4.51006  0.196
O19 -6.27187 1.65545 -5.47531  -0.367
C51 -6.93673 2.54025 -6.22700  0.721
O20 -8.11470 2.78744 -6.15947  -0.557
O21 -6.06917 3.08714 -7.09027  -0.339
C52 -6.67180 3.97686 -8.02951  -0.654
H79 -7.24855 -0.80435 -5.76130  0.334
H80 -8.41670 -0.73195 -4.42195  0.339
H81 -8.62384 0.28168 -5.85647  0.381
H82 -6.35928 0.48737 -3.80898  0.102
H83 -7.68335 1.63335 -3.93818  0.286
H84 -7.25377 4.74971 -7.52605  0.289
H85 -7.29850 3.41463 -8.72376  0.305
H86 -5.87383 4.45779 -8.59382  0.258
C53 -2.81509 8.21066 -12.73016  -1.093
C54 -3.30693 6.77906 -12.83488  -0.181
O22 -4.27762 6.48747 -11.82233  -0.340
C55 -5.50265 6.98442 -12.03280  0.722
O23 -5.85057 7.63779 -12.98290  -0.555
O24 -6.27048 6.65254 -10.98537  -0.243
C56 -7.58193 7.21492 -11.02932  -0.659
H87 -2.44121 8.41321 -11.72409  0.290
H88 -2.01711 8.39607 -13.45098  0.354
H89 -3.61980 8.92212 -12.92051  0.315
H90 -2.47279 6.09523 -12.67418  0.289
H91 -3.71185 6.56488 -13.82695  0.305
H92 -8.08409 6.97561 -11.96708  0.319
H93 -7.52811 8.29532 -10.88719  0.303
H94 -8.15536 6.78427 -10.20942  0.183

Atomic forces in eV per Å
-0.3101 -0.0459 -0.1463
-0.5546 -1.0464 0.8295
0.6089 -0.4192 -0.6164
0.7593 1.0892 0.6695
0.9424 -0.9832 0.2590
0.8913 0.9627 -0.4811
3.2828 1.0347 0.8664
0.8478 0.8849 0.6693
-1.1347 -0.2063 -0.5756
0.8549 -0.0743 1.0373
0.3600 0.6002 -0.4534
-1.4613 -0.5888 1.1768
0.4907 0.5091 -1.1617
-0.4581 -0.0088 1.7896
0.3930 0.1409 -1.9522
-0.9874 0.5413 1.3290
0.4464 0.1794 -0.7402
-1.3656 0.9073 -0.1530
0.1226 -1.6826 0.6687
0.8336 0.9319 -0.0072
-1.6278 -0.6428 -0.7943
1.3159 -0.3361 -1.7458
-1.1248 0.7142 1.9376
-0.6217 3.1642 -2.3331
1.1522 -1.0592 -1.5702
-0.6065 0.4944 1.1150
0.5130 -3.9241 2.6331
0.3175 -0.2270 -1.2598
-0.7123 -0.1960 -2.3379
-3.0824 -1.2257 -1.1730
-1.6046 -0.3809 0.9292
-0.0729 0.1854 1.4587
-1.3114 -0.0127 2.8753
1.3368 -2.5068 0.9778
-1.5884 1.9694 0.0978
-0.2952 0.0584 -0.4070
0.3608 -0.5718 -0.8732
-0.8731 0.4605 -0.4738
0.7121 0.9965 0.1128
-1.0947 0.4187 -0.0034
1.1979 0.4486 0.2320
-1.1759 -0.0288 -0.5941
0.1184 0.2594 0.9574
1.0497 -0.2613 -0.1078
-0.1777 -0.2309 1.0651
-0.1652 0.5293 -1.2644
0.8214 0.2221 0.9123
0.7929 0.4884 -0.9824
-0.3734 -1.1367 0.1168
-0.1511 1.1898 0.4641
-0.4948 -1.0366 0.5958
0.2630 0.9946 -0.3659
-0.1911 -0.6326 -1.0950
-0.0544 -0.3347 1.0394
0.4567 -0.9376 -0.8473
0.3034 0.2020 -1.2542
0.8182 -0.6927 0.5057
0.6711 -0.3474 0.8038
-1.0002 0.3445 0.2446
-0.5901 0.3379 -0.7813
0.7794 -0.5995 -0.5253
-0.6849 -0.1038 0.9535
0.9565 -0.4633 0.3807
0.8463 -0.2341 -0.6568
0.5169 0.5674 1.0550
0.0987 -0.7931 -0.9333
0.4413 0.9451 -0.1767
0.0580 -0.2127 -1.0684
-0.3135 0.7082 0.7727
-1.0531 -0.5178 0.1255
-0.6282 1.0224 0.3648
-0.1382 1.0678 -0.5039
0.4462 0.1646 -1.1901
0.7733 -1.0482 -0.4885
0.2172 0.1240 0.0437
-0.4668 -0.0784 0.4508
0.3263 -0.1448 -0.1810
-0.2244 0.2196 0.0457
0.0782 0.0538 -0.2302
-0.1804 -0.1040 0.0231
0.3664 -0.0641 0.0629
-0.1272 -0.0430 -0.0980
0.0617 0.0047 -0.0238
-0.1023 -0.1480 -0.0359
0.2816 0.0737 -0.1795
0.2128 0.0931 0.0527
-0.1031 0.1046 0.1048
-0.0463 -0.1640 0.0277
-0.2423 0.0895 -0.1022
0.0088 -0.2302 -0.1416
-0.6322 0.3018 -0.1605
0.4011 -0.0830 -0.1201
-0.1643 -0.1133 0.3074
0.1901 -0.0485 0.1943
-0.1470 0.3536 -0.0753
0.2388 -0.3026 -0.2418
-0.0344 0.1663 0.0779
0.0525 -0.0095 0.0770
0.0548 0.1256 -0.0048
0.2535 -0.2089 0.0494
0.0814 -0.2121 -0.0402
-0.1792 -0.0103 0.0296
0.0215 0.1413 -0.0909
-0.1024 0.1418 0.2220
0.2320 0.0928 0.1508
-0.5296 -0.0546 0.3756
0.3154 -0.1567 -0.1423
-0.1852 0.2188 0.0403
0.0632 0.0543 -0.2296
-0.1638 -0.1194 -0.0218
0.3744 -0.0832 0.1172
-0.1341 -0.0519 -0.0817
0.0215 0.0112 -0.0682
-0.0656 -0.1184 -0.0602
0.2929 0.0655 -0.1468
0.2070 0.0878 0.0481
-0.1223 0.0982 0.0924
-0.0422 -0.1634 0.0183
-0.2322 0.0943 -0.1210
-0.2278 -0.1046 -0.1668
0.4561 0.1504 -0.4252
-0.1759 -0.2664 0.1735
-0.0077 0.2729 -0.0416
-0.0547 0.0425 0.2185
0.2587 0.0015 -0.0403
-0.3097 -0.2548 -0.0537
0.1616 0.0401 0.0846
-0.0258 0.0480 0.1051
0.0895 -0.0798 0.0825
-0.2788 -0.0561 0.1586
-0.2170 -0.0308 -0.0390
0.0458 0.1300 -0.1143
0.1224 -0.1189 -0.0048
0.1686 0.2088 0.0870
-0.1544 0.1983 -0.0668
0.4519 0.0049 -0.4237
-0.2803 -0.1167 0.1159
0.1524 0.1747 0.0770
-0.0252 -0.0603 0.2275
0.1895 -0.1748 -0.0853
-0.3777 0.1192 -0.0645
0.0999 -0.1137 0.0403
-0.0169 -0.0116 0.0599
0.0219 -0.1436 -0.0011
-0.2709 0.0694 0.2111
-0.1637 0.1553 0.0183
0.1509 0.0884 -0.0645
-0.0148 -0.1465 -0.0945
0.2444 -0.0472 0.1344
-0.0995 0.0921 -0.2927
-0.3128 -0.4834 0.3465
0.0332 0.4044 -0.1469
0.1085 -0.3211 -0.0045
0.2168 0.0735 0.0058
-0.1311 -0.0435 0.2247
-0.0142 0.2904 -0.3259
0.0387 -0.0343 0.1604
0.0816 0.0171 0.0126
-0.0087 0.0420 0.1248
0.1251 0.2259 -0.2447
0.0178 0.0664 -0.2213
-0.0637 -0.1709 0.0039
-0.0920 0.0831 0.1185
0.1003 -0.1852 0.1589
-0.1897 0.1877 0.1191
0.4155 0.2944 -0.4069
-0.3355 -0.1635 0.0509
0.2531 0.1050 0.1140
-0.0113 -0.1930 0.1452
0.1385 -0.0555 -0.1768
-0.3958 0.0912 0.0793
0.1091 -0.1030 -0.0698
-0.0066 -0.0577 0.0438
0.0175 -0.1041 -0.1027
-0.2213 -0.0938 0.2328
-0.1548 0.0890 0.1429
0.1354 0.1167 0.0044
-0.0229 -0.0490 -0.1608
0.2593 -0.0886 0.0144

Results
- SMILES string: CCOCCc1c(CCCCCCCCCCCOC)c(-c2ccccn2)c2nsnc2c1OC#N.CCOC(=O)OC.CCOC(=O)OC.CCOC(=O)OC.CCOC(=O)OC.CCOC(=O)OC.CCOC(=O)OC.CCOC(=O)OC
- Lowest unoccupied orbital energy: -1.055 eV
- Molecular weight: 1239.4 u